(1)
ORCA calculation (ωB97M-V/def2-TZVPD) on a cluster of 2 separate species, C8H14 in total in a non-equilibrium geometry.

Charge   0
Total energy   -8514.8177 eV
Molar mass   110.20 u

The geometry in XYZ format:
```
22
C8H14 ωB97M-V/def2-TZVPD
C -1.476 0.370 -1.433
C -1.080 0.767 -0.006
C -2.965 0.049 -1.539
C 0.418 0.731 0.166
C 2.227 0.039 1.298
C 0.935 -1.663 -0.303
C 3.444 -0.374 1.653
C 1.261 -0.384 0.307
H -0.899 -0.535 -1.680
H 3.818 -0.110 2.660
H -3.261 -0.262 -2.472
H 1.870 -2.355 -0.543
H -1.487 -0.026 0.640
H 4.104 -0.779 0.911
H 1.156 1.561 0.228
H -1.538 1.685 0.288
H -3.564 0.749 -1.056
H 1.773 0.871 1.896
H -3.291 -0.782 -0.898
H -0.084 -2.025 -0.298
H -1.276 1.232 -2.172
H -0.085 1.242 2.351
```


(2)
ORCA calculation (ωB97M-V/def2-TZVPD) on a cluster of 5 separate species, C38H43N5O7 in total in a non-equilibrium geometry.

Charge   0
Total energy   -61883.3754 eV
Molar mass   681.79 u

The geometry in XYZ format:
```
93
C38H43N5O7 ωB97M-V/def2-TZVPD
O -0.602 3.624 -1.465
O -1.846 2.059 -2.466
O 3.057 1.288 2.891
O 1.824 -4.001 2.515
O 2.495 1.909 5.049
O 1.824 3.177 3.349
O 1.098 0.245 2.767
N -5.162 1.836 -3.896
N 0.356 -5.966 -3.789
N 3.387 -0.397 -1.625
N -3.176 0.853 2.862
N 7.050 3.049 7.592
C -2.847 2.071 3.293
C 0.268 -6.989 -5.956
C 4.685 4.460 7.170
C 3.402 1.022 0.230
C -4.555 2.948 -3.475
C 2.219 -2.493 -1.845
C -0.574 -7.978 -5.476
C 2.387 2.223 3.870
C 2.052 -3.463 1.225
C -1.012 2.505 -1.462
C 6.813 4.206 8.208
C 3.812 0.743 -1.045
C -0.350 0.388 -3.577
C 5.654 4.946 8.035
C 6.104 2.599 6.766
C -4.970 0.847 4.452
C -6.483 4.289 -3.877
C -3.526 2.740 4.299
C -4.611 2.113 4.888
C 0.703 -6.012 -5.075
C 0.989 -2.215 -2.760
C 2.600 -1.305 -1.019
C 2.577 0.122 0.914
C -7.127 3.144 -4.318
C -5.171 4.192 -3.445
C -0.232 -1.660 -2.023
C -0.456 -6.925 -3.346
C 1.344 -2.083 1.046
C -1.395 0.948 0.463
C -1.120 -0.739 -2.874
C -4.221 0.264 3.443
C -6.425 1.949 -4.306
C 2.183 -1.075 0.301
C -0.601 1.523 -0.425
C -1.076 1.741 -3.630
C 4.910 3.259 6.517
C -0.946 -7.949 -4.142
C 2.161 0.538 2.299
H -1.087 0.123 1.084
H -5.810 0.322 4.886
H -3.210 3.725 4.610
H -6.892 1.029 -4.641
H -0.725 -6.863 -2.297
H -0.827 -2.510 -1.684
H -1.601 -8.701 -3.726
H -1.673 -1.328 -3.607
H 4.453 1.398 -1.612
H 3.669 -0.578 -2.579
H -0.936 -8.760 -6.131
H 3.729 1.930 0.712
H 3.765 5.007 7.005
H -6.998 5.242 -3.869
H -0.310 2.519 -3.708
H -1.990 2.526 2.805
H -4.632 5.060 -3.091
H -3.526 2.822 -3.147
H -2.388 1.337 0.634
H -0.211 0.076 -4.613
H 0.582 -6.974 -6.991
H 0.983 -4.462 2.473
H -4.464 -0.727 3.075
H 1.366 -5.221 -5.409
H -1.678 1.842 -4.528
H -1.876 -0.359 -2.190
H 0.024 -1.094 -1.132
H -5.169 2.603 5.676
H 2.108 -3.396 -1.263
H 1.295 -1.613 -3.616
H 3.124 -3.374 1.056
H 3.046 -2.674 -2.539
H 0.396 -2.262 0.544
H 4.175 2.845 5.832
H 0.724 -3.196 -3.161
H 6.322 1.654 6.280
H 0.449 1.255 -0.445
H 1.619 -4.160 0.505
H 5.515 5.879 8.564
H -8.152 3.176 -4.664
H 0.646 0.517 -3.144
H 1.098 -1.751 2.046
H 7.598 4.551 8.873
```


(3)
ORCA calculation (ωB97M-V/def2-TZVPD) on the molecule C3H8N2O2S in a non-equilibrium geometry.

Charge   0
Total energy   -21149.0405 eV
Molar mass   136.18 u

The geometry in XYZ format:
```
16
C3H8N2O2S ωB97M-V/def2-TZVPD
S 0.885 -0.782 0.747
O 2.130 -0.228 1.180
O 0.101 -1.420 1.724
N -0.229 2.751 0.149
N 1.168 -1.904 -0.415
C -0.121 0.495 -0.366
C -0.354 1.546 0.606
C -1.352 -0.289 -0.860
H -1.596 -0.961 0.021
H 1.613 -1.837 -1.335
H 0.462 0.890 -1.221
H 1.098 -2.835 -0.024
H -0.432 1.221 1.715
H -2.164 0.473 -1.015
H -0.244 3.585 0.901
H -0.965 -0.705 -1.809
```


Look up the molar mass of the second one.
681.79 u